No. 1
{
  "formula": "C32H34Cl2N4OS2W",
  "method": "wB97M-V/def2-TZVPD",
  "symbols": ["W", "Cl", "C", "C", "C", "C", "C", "Cl", "C", "S", "H", "H", "H", "C", "C", "C", "C", "C", "C", "C", "C", "C", "C", "N", "C", "C", "C", "C", "C", "N", "H", "H", "H", "H", "H", "H", "H", "H", "H", "H", "H", "H", "H", "H", "H", "H", "H", "C", "C", "C", "N", "C", "S", "N", "C", "O", "C", "C", "C", "C", "C", "C", "H", "H", "H", "H", "H", "H", "H", "H", "H", "H", "H", "H", "H", "H"],
  "coordinates": [[1.009, -0.068, -0.402], [-1.207, 0.872, -1.227], [-1.055, 0.787, -3.010], [-2.196, 1.022, -3.739], [-2.080, 0.970, -5.124], [-0.859, 0.696, -5.716], [0.270, 0.478, -4.935], [1.770, 0.148, -5.710], [0.199, 0.520, -3.537], [1.659, 0.286, -2.574], [-3.137, 1.241, -3.260], [-2.949, 1.145, -5.742], [-0.766, 0.652, -6.791], [2.689, 2.344, 1.914], [2.722, 2.154, 0.405], [3.949, 1.414, -0.074], [5.066, 2.206, -0.301], [6.269, 1.644, -0.695], [6.341, 0.287, -0.930], [5.246, -0.556, -0.744], [5.425, -1.986, -1.193], [6.281, -2.812, -0.236], [4.068, 0.022, -0.240], [2.903, -0.778, 0.002], [2.927, -2.039, 0.353], [1.712, -2.753, 0.232], [1.318, -4.060, 0.465], [-0.032, -4.150, 0.067], [-0.412, -2.907, -0.391], [0.634, -2.036, -0.303], [1.796, 2.872, 2.243], [3.560, 2.934, 2.195], [2.759, 1.393, 2.443], [2.679, 3.120, -0.109], [1.717, 1.772, 0.023], [4.989, 3.277, -0.172], [7.134, 2.269, -0.859], [7.259, -0.140, -1.308], [5.908, -1.950, -2.172], [4.465, -2.477, -1.377], [7.268, -2.366, -0.119], [6.416, -3.827, -0.604], [5.848, -2.869, 0.764], [3.837, -2.496, 0.718], [1.933, -4.848, 0.863], [-0.652, -5.029, 0.091], [-1.361, -2.591, -0.792], [-4.493, 3.096, 2.074], [-3.186, 3.146, 1.294], [-2.044, 2.404, 1.981], [-2.329, 0.965, 1.982], [-1.484, -0.029, 1.944], [0.251, 0.239, 1.927], [-1.875, -1.317, 2.013], [-3.138, -1.865, 2.486], [-3.072, -2.771, 3.259], [-4.391, -1.274, 1.966], [-4.467, -0.704, 0.693], [-5.680, -0.221, 0.234], [-6.806, -0.294, 1.044], [-6.733, -0.862, 2.308], [-5.528, -1.366, 2.771], [-5.276, 3.645, 1.556], [-4.378, 3.533, 3.065], [-4.870, 2.077, 2.202], [-2.869, 4.181, 1.158], [-3.330, 2.731, 0.292], [-1.943, 2.721, 3.023], [-1.084, 2.562, 1.490], [-3.315, 0.725, 2.060], [-1.115, -1.977, 2.135], [-3.589, -0.666, 0.062], [-5.758, 0.197, -0.760], [-7.751, 0.085, 0.683], [-7.616, -0.921, 2.928], [-5.453, -1.832, 3.743]],
  "forces_ev_per_a": [[-0.380, -0.711, 0.051], [-0.030, -0.124, -0.211], [-0.015, 0.060, 0.410], [0.123, -0.023, -0.213], [0.011, -0.001, 0.071], [0.046, -0.005, 0.110], [0.008, -0.007, -0.043], [-0.034, 0.009, 0.029], [-0.071, 0.015, -0.178], [0.004, 0.221, -0.147], [-0.049, 0.001, 0.039], [-0.031, 0.005, -0.008], [0.007, -0.001, -0.034], [0.007, -0.040, -0.025], [-0.229, -0.028, -0.136], [0.211, -0.052, -0.112], [-0.063, -0.102, -0.017], [-0.009, 0.013, 0.012], [-0.090, -0.012, -0.005], [0.011, 0.287, -0.027], [-0.124, -0.082, -0.038], [0.010, -0.034, 0.012], [0.044, -0.085, 0.072], [-0.043, 0.247, -0.016], [-0.062, -0.162, 0.163], [0.172, -0.082, 0.038], [0.007, 0.231, 0.002], [0.011, 0.046, -0.013], [-0.040, -0.029, -0.038], [0.096, 0.131, -0.131], [-0.016, 0.001, 0.000], [0.002, 0.014, 0.017], [-0.004, 0.014, -0.007], [0.139, -0.034, 0.097], [0.242, 0.186, 0.209], [-0.003, 0.059, 0.012], [0.025, 0.040, -0.007], [0.048, -0.028, -0.023], [0.051, -0.019, 0.053], [0.015, 0.019, 0.008], [0.036, 0.023, -0.007], [-0.007, -0.034, -0.032], [-0.015, -0.010, 0.050], [-0.012, -0.065, -0.036], [0.029, -0.056, 0.032], [-0.035, -0.055, 0.003], [-0.041, -0.009, -0.015], [-0.050, -0.035, 0.045], [0.114, -0.025, -0.010], [0.062, 0.069, 0.064], [-0.113, -0.165, 0.028], [0.068, -0.098, 0.031], [0.114, 0.388, 0.021], [-0.053, 0.061, -0.072], [-0.113, 0.138, 0.064], [0.053, -0.111, -0.072], [-0.004, -0.026, 0.078], [-0.085, -0.111, 0.046], [0.011, -0.002, -0.029], [-0.049, 0.013, -0.011], [0.079, -0.039, 0.057], [0.024, 0.071, -0.135], [0.007, 0.038, -0.018], [0.014, 0.027, 0.029], [-0.006, -0.041, -0.008], [-0.025, 0.004, 0.036], [0.037, 0.007, -0.036], [0.013, 0.063, -0.057], [-0.081, 0.017, -0.036], [0.047, 0.012, 0.013], [-0.015, 0.010, 0.049], [0.043, -0.015, -0.056], [0.003, 0.024, -0.035], [-0.032, 0.021, -0.021], [-0.021, -0.003, 0.017], [0.004, -0.021, 0.045]],
  "e_homo_ha": [-0.497, -0.506],
  "de_lowest_kcal_mol": 10.3,
  "charge": 2,
  "spin_multiplicity": 3
}

=====

No. 2
{
  "formula": "C8H9N2O2",
  "method": "wB97M-V/def2-TZVPD",
  "symbols": ["C", "C", "C", "C", "C", "C", "C", "C", "N", "N", "O", "O", "H", "H", "H", "H", "H", "H", "H", "H", "H"],
  "coordinates": [[2.849, -0.580, 0.525], [2.218, -0.811, 1.644], [2.117, -0.048, -0.555], [0.823, -0.510, 1.829], [0.785, 0.334, -0.371], [0.096, 0.112, 0.875], [-2.141, -0.274, 0.187], [-0.050, 0.771, -1.606], [-1.285, 0.420, 0.949], [-3.388, 0.109, -0.119], [0.505, 0.436, -2.746], [-1.128, 1.345, -1.546], [3.900, -0.987, 0.464], [2.847, -1.196, 2.498], [2.525, 0.193, -1.514], [0.341, -0.802, 2.808], [-1.760, 1.366, 1.032], [-3.916, -0.411, -0.758], [-3.615, 1.092, -0.082], [0.136, 0.775, -3.589], [-1.858, -1.333, 0.075]],
  "forces_ev_per_a": [[2.270, -0.320, -3.366], [-1.821, -0.612, 4.469], [-0.966, 0.798, 0.503], [0.406, -0.787, 2.663], [-0.730, -0.290, -1.100], [1.777, 0.336, -2.066], [-0.487, -0.998, 1.571], [-0.493, 0.849, 0.838], [-3.908, 0.867, -1.088], [2.554, 0.702, 1.019], [1.249, -0.507, -0.875], [0.729, -0.347, 0.104], [-1.173, 1.046, -0.391], [-1.271, 0.203, -0.825], [0.438, -0.305, -0.340], [0.596, 0.486, -1.166], [2.223, -0.796, 0.508], [-0.745, -1.018, -0.765], [-0.070, 0.094, 0.030], [-0.367, 0.059, 1.026], [-0.211, 0.541, -0.750]],
  "e_homo_ha": -0.490,
  "de_lowest_kcal_mol": 3.4,
  "charge": 1,
  "spin_multiplicity": 1,
  "smiles": "[NH2+]=CNc1ccccc1C(=O)O"
}

=====

Please write out number 2 again, unchanged.
{
  "formula": "C8H9N2O2",
  "method": "wB97M-V/def2-TZVPD",
  "symbols": ["C", "C", "C", "C", "C", "C", "C", "C", "N", "N", "O", "O", "H", "H", "H", "H", "H", "H", "H", "H", "H"],
  "coordinates": [[2.849, -0.580, 0.525], [2.218, -0.811, 1.644], [2.117, -0.048, -0.555], [0.823, -0.510, 1.829], [0.785, 0.334, -0.371], [0.096, 0.112, 0.875], [-2.141, -0.274, 0.187], [-0.050, 0.771, -1.606], [-1.285, 0.420, 0.949], [-3.388, 0.109, -0.119], [0.505, 0.436, -2.746], [-1.128, 1.345, -1.546], [3.900, -0.987, 0.464], [2.847, -1.196, 2.498], [2.525, 0.193, -1.514], [0.341, -0.802, 2.808], [-1.760, 1.366, 1.032], [-3.916, -0.411, -0.758], [-3.615, 1.092, -0.082], [0.136, 0.775, -3.589], [-1.858, -1.333, 0.075]],
  "forces_ev_per_a": [[2.270, -0.320, -3.366], [-1.821, -0.612, 4.469], [-0.966, 0.798, 0.503], [0.406, -0.787, 2.663], [-0.730, -0.290, -1.100], [1.777, 0.336, -2.066], [-0.487, -0.998, 1.571], [-0.493, 0.849, 0.838], [-3.908, 0.867, -1.088], [2.554, 0.702, 1.019], [1.249, -0.507, -0.875], [0.729, -0.347, 0.104], [-1.173, 1.046, -0.391], [-1.271, 0.203, -0.825], [0.438, -0.305, -0.340], [0.596, 0.486, -1.166], [2.223, -0.796, 0.508], [-0.745, -1.018, -0.765], [-0.070, 0.094, 0.030], [-0.367, 0.059, 1.026], [-0.211, 0.541, -0.750]],
  "e_homo_ha": -0.490,
  "de_lowest_kcal_mol": 3.4,
  "charge": 1,
  "spin_multiplicity": 1,
  "smiles": "[NH2+]=CNc1ccccc1C(=O)O"
}